This record from OMol25 describes a molecular structure, C10H23MoN2O3. The level of theory is wB97M-V/def2-TZVPD.

Structure (XYZ):
```
39
Properties=species:S:1:pos:R:3:forces:R:3
Mo 2.99680 -1.02660 1.38311 0.1 -0.1 0.0
C 5.15276 -2.37203 0.29284 0.0 0.0 0.0
N 5.10003 -1.21762 1.23048 0.0 0.0 0.0
C 5.82110 -0.04891 0.63930 0.0 0.0 0.0
C 5.65849 -1.54971 2.58112 0.0 0.0 0.0
C 4.67497 -2.41660 3.34164 0.0 0.0 0.0
N 3.32398 -1.75218 3.32473 0.0 0.0 0.0
C 2.20991 -2.72497 3.27186 0.0 0.0 0.0
C 3.17099 -0.78222 4.45203 0.0 0.0 0.0
H 6.17281 -2.74673 0.17967 0.0 0.0 0.0
H 4.80116 -2.05536 -0.69271 0.0 0.0 0.0
H 4.54669 -3.21270 0.65718 0.0 0.0 0.0
H 6.87754 -0.29751 0.52887 0.0 0.0 0.0
H 5.71208 0.81023 1.29675 0.0 0.0 0.0
H 5.40202 0.18177 -0.33844 0.0 0.0 0.0
H 5.82521 -0.60446 3.09674 0.0 0.0 0.0
H 6.62411 -2.04903 2.47718 0.0 0.0 0.0
H 4.99583 -2.56846 4.37320 0.0 0.0 0.0
H 4.57471 -3.40439 2.88834 0.0 0.0 0.0
H 2.38408 -3.60689 3.89132 0.0 0.0 0.0
H 2.09653 -3.12540 2.23275 0.0 0.0 0.0
H 1.27975 -2.24556 3.57244 0.0 0.0 0.0
H 3.18342 -1.32827 5.39572 0.0 0.0 0.0
H 2.22962 -0.24694 4.34868 0.0 0.0 0.0
H 3.99310 -0.07117 4.42921 0.0 0.0 0.0
C -9.51845 2.14439 -4.86249 0.0 0.0 0.0
C -8.28321 3.00526 -4.63455 0.0 0.0 0.0
C -8.51904 4.22508 -3.75375 0.0 0.0 0.0
O -7.15464 2.32316 -4.20864 -0.1 0.0 -0.1
C -7.89035 3.58114 -6.02401 0.0 0.0 0.0
O -7.56418 3.97124 -7.01151 0.0 0.0 0.0
O 2.54272 0.51924 1.34903 0.0 0.0 0.0
H -9.81597 1.76175 -3.88602 0.0 0.0 0.0
H -9.31306 1.30626 -5.52954 0.0 0.0 0.0
H -10.34304 2.73010 -5.26762 0.0 0.0 0.0
H -8.84186 3.84669 -2.78442 0.0 0.0 0.0
H -9.30252 4.86425 -4.16012 0.0 0.0 0.0
H -7.60073 4.79406 -3.62252 0.0 0.0 0.0
H -7.20337 1.38908 -4.45784 0.0 0.0 0.0
```
Positions in Å, forces in eV/Å.

relative energy (zero: lowest compared OMol25 entry of this formula, charge and spin)	0.0	kJ/mol
total energy	-21692.7170	eV
highest occupied orbital energy	-18.80	eV
total charge	+3
largest force on an atom	0.13	eV Å⁻¹

This record from OMol25 describes 7 unconnected molecules or ions with the total composition C21H39FNO8 in a non-equilibrium geometry. The level of theory is wB97M-V/def2-TZVPD.

Structure (XYZ):
```
70
Properties=species:S:1:pos:R:3:forces:R:3
C -0.76096 2.68369 0.96587 0.7 -0.4 -1.1
C 0.52498 1.98094 0.51093 -3.5 2.1 0.4
O 1.22387 1.33114 1.21512 2.1 -1.3 0.5
N 0.88446 2.12144 -0.89883 1.0 0.9 0.7
C 2.26926 2.28318 -1.11913 -2.0 -0.2 0.0
O 2.83585 1.58771 -1.85817 2.1 -1.5 -1.9
F 2.96076 3.26313 -0.52092 -0.6 0.5 0.6
H -1.51499 2.36846 0.19131 0.2 0.2 0.4
H -0.57782 3.76122 0.70762 -0.1 -0.4 0.2
H 0.32339 2.82386 -1.36677 0.0 0.0 0.2
C -3.13691 3.70806 3.62422 0.2 -0.1 -0.2
C -3.53728 4.94632 2.86425 0.3 -0.3 0.0
O -3.02556 5.21662 1.80607 -0.2 0.4 -0.1
C -4.60152 5.83102 3.47914 0.0 0.2 -0.2
H -2.36486 3.17496 3.05894 0.0 0.1 -0.1
H -2.73347 3.98442 4.60186 -0.2 0.0 0.1
H -4.00169 3.05146 3.74952 0.0 0.1 0.2
H -4.26378 6.20133 4.44908 -0.1 -0.1 0.1
H -5.52985 5.26915 3.59807 0.0 0.0 0.2
H -4.78731 6.68175 2.82376 0.0 0.0 0.0
C -1.08409 -2.66899 -2.00297 -0.3 0.0 0.0
C -1.03784 -2.10018 -0.60425 0.0 0.1 0.2
O -2.05151 -1.79435 -0.01537 -0.1 -0.2 -0.1
C 0.31981 -1.93066 0.02326 -0.2 0.1 0.3
H -2.12029 -2.73723 -2.33336 0.0 0.0 0.0
H -0.53969 -2.01650 -2.68734 0.1 -0.1 0.0
H -0.64542 -3.66852 -2.01349 0.2 0.1 -0.1
H 0.92416 -1.24596 -0.57471 0.1 -0.1 0.0
H 0.81692 -2.90063 0.10019 0.1 0.0 -0.2
H 0.20712 -1.51266 1.02198 0.0 0.1 -0.1
C 7.49860 2.09485 -1.88612 0.3 -0.2 0.0
C 6.94594 1.30814 -0.72352 -0.1 -0.1 0.3
O 7.56786 0.38234 -0.24029 -0.1 0.4 0.1
C 5.60015 1.71999 -0.19638 0.2 -0.3 0.1
H 8.47207 1.69307 -2.16606 0.0 0.0 0.0
H 6.82626 2.01456 -2.74154 -0.1 0.2 0.0
H 7.61792 3.14214 -1.60314 -0.2 0.0 -0.1
H 4.84459 1.62564 -0.98159 0.2 0.2 0.1
H 5.63869 2.75132 0.15813 -0.1 0.1 -0.2
H 5.32403 1.07308 0.63519 0.0 0.0 0.0
C 10.43176 -3.06579 -3.25622 0.0 0.0 -0.4
C 9.30085 -2.10666 -2.96319 -0.1 0.1 0.0
O 8.68380 -1.57406 -3.85890 0.1 -0.1 0.0
C 8.97704 -1.84328 -1.51507 -0.1 -0.2 -0.4
H 10.55515 -3.16150 -4.33445 0.0 0.0 0.0
H 11.36159 -2.68715 -2.82820 0.0 -0.1 0.1
H 10.20383 -4.04846 -2.83986 0.1 0.0 0.1
H 9.84374 -1.41074 -1.01221 0.0 -0.1 0.1
H 8.68701 -2.77534 -1.02465 0.2 0.0 0.1
H 8.15503 -1.14538 -1.44952 0.1 0.0 0.0
C -4.88348 -3.62007 -0.95464 0.1 -0.1 -0.2
C -5.84428 -3.12358 -2.00279 0.0 -0.2 -0.1
O -5.91180 -3.63848 -3.09743 0.0 0.1 0.1
C -6.72093 -1.95334 -1.62943 -0.1 0.0 -0.3
H -4.31701 -4.46069 -1.35339 0.0 0.0 0.0
H -4.18540 -2.82365 -0.68186 -0.1 0.0 0.2
H -5.43473 -3.95473 -0.07304 0.1 0.1 0.1
H -6.10259 -1.08805 -1.38361 0.0 0.0 0.2
H -7.34935 -2.21578 -0.77610 0.1 0.1 0.1
H -7.36213 -1.69896 -2.47210 0.0 0.0 0.0
C -5.65515 -1.67560 2.73456 0.1 0.3 0.1
C -6.94259 -0.89028 2.69631 0.1 0.2 0.0
O -6.95536 0.31431 2.79454 -0.1 -0.1 0.0
C -8.22261 -1.67661 2.52958 -0.2 0.3 0.0
H -4.81687 -0.99174 2.85712 0.0 0.0 0.0
H -5.66751 -2.37051 3.57668 0.0 -0.1 -0.1
H -5.52403 -2.22452 1.80019 0.0 -0.1 0.1
H -8.34429 -2.37186 3.36216 0.1 -0.1 -0.1
H -8.20296 -2.22600 1.58658 0.0 -0.2 0.1
H -9.06857 -0.99080 2.51838 0.0 0.0 0.0
```
Positions in Å, forces in eV/Å.

relative energy (zero: lowest compared OMol25 entry of this formula, charge and spin)	59.6	kJ/mol
total energy	-42996.1597	eV
highest occupied orbital energy	-2.49	eV
total charge	-1
largest force on an atom	4.10	eV Å⁻¹

This record from OMol25 describes a molecular structure, C19H13ClN5O8ReS. The level of theory is wB97M-V/def2-TZVPD.

Structure (XYZ):
```
48
Properties=species:S:1:pos:R:3:forces:R:3
Re -0.28369 -0.16589 -1.08151 -0.4 0.1 -0.9
O 1.72063 -0.15631 -1.75827 0.0 -0.1 0.0
C 2.16843 -1.42764 -2.32751 0.1 0.2 0.2
C 0.98943 -2.23608 -2.77698 -0.1 -0.1 -0.2
C 1.15556 -3.29769 -3.64297 0.0 0.0 0.0
C 0.04505 -4.05215 -3.99416 0.1 0.0 0.0
C -1.19664 -3.71528 -3.48070 0.0 0.1 0.0
C -1.29331 -2.62962 -2.63288 -0.1 -0.1 0.0
N -0.21645 -1.91622 -2.28748 0.2 0.0 0.4
H 2.26897 0.06303 -0.98210 0.0 0.0 0.0
H 2.71340 -1.96800 -1.55155 0.0 0.0 0.0
H 2.84048 -1.19978 -3.15184 0.0 0.0 0.0
H 2.13745 -3.52698 -4.03439 0.0 0.0 0.0
H 0.15015 -4.89093 -4.66873 0.0 0.0 0.0
H -2.08276 -4.27795 -3.73457 0.0 0.0 0.0
H -2.22843 -2.30466 -2.19919 0.0 0.0 0.0
O -2.66393 -2.25630 1.47742 -0.1 0.0 0.1
C -1.79083 -1.49251 1.20213 0.2 0.1 -0.2
O -1.57245 -1.18558 -0.11746 0.0 -0.1 0.3
C -0.90188 -0.84511 2.20107 0.1 0.1 0.0
C -1.30204 -0.85853 3.53443 0.0 -0.1 -0.1
C -0.49920 -0.28811 4.49279 0.1 0.1 0.1
C 0.71209 0.30956 4.18171 -0.1 -0.1 0.0
C 1.08984 0.33792 2.86211 0.0 0.0 -0.2
C 0.32095 -0.25837 1.83892 0.1 0.2 0.2
O 0.78588 -0.27935 0.60721 0.2 -0.2 -0.2
N 2.34791 1.02425 2.52166 0.0 0.0 0.1
O 3.27809 0.88014 3.27833 0.0 0.0 0.0
O 2.36671 1.71869 1.51750 -0.1 -0.1 -0.1
N -0.93513 -0.30602 5.90325 0.0 0.0 0.0
O -0.19422 0.20804 6.71289 0.0 0.0 0.0
O -1.99690 -0.83379 6.14557 0.0 0.0 0.0
H -2.23830 -1.32563 3.80731 0.0 0.0 0.0
H 1.32776 0.74683 4.95452 0.0 0.0 0.0
Cl -2.30979 4.42303 1.36097 0.0 0.0 0.0
C -1.03018 3.80615 0.40072 0.0 0.0 0.0
C 0.06123 4.58986 0.05910 0.0 0.0 0.0
C 1.05516 4.03105 -0.72409 0.0 0.0 0.0
C 0.94939 2.71334 -1.11599 0.0 -0.1 0.0
N -0.10489 1.96049 -0.78108 -0.3 0.0 0.5
C -1.09572 2.50152 -0.05195 0.1 0.1 -0.1
H 0.12091 5.61578 0.39577 0.0 0.0 0.0
H 1.91753 4.60852 -1.02287 0.0 0.0 0.0
H 1.71202 2.24738 -1.72134 0.0 0.0 0.0
H -1.95738 1.88427 0.16411 0.0 0.0 0.0
S -2.86509 2.31993 -4.00893 0.0 0.0 0.0
C -2.04967 1.25944 -3.19359 0.0 0.1 -0.1
N -1.42614 0.44526 -2.57735 0.4 -0.1 0.3
```
Positions in Å, forces in eV/Å.

relative energy (zero: lowest compared OMol25 entry of this formula, charge and spin)	23.1	kJ/mol
expectation value of S²	0.76
spin multiplicity	2
total energy	-69221.5105	eV
highest occupied orbital energy (spin up / spin down)	-11.38 / -11.56	eV
total charge	+1
largest force on an atom	0.96	eV Å⁻¹